Record 1
Here is a 9-piece molecular cluster, C40H72N10O3P overall from OMol25. Energies are from ωB97M-V/def2-TZVPD.

```
126
Properties=species:S:1:pos:R:3
C 0.55 0.49 2.27
C -0.91 -0.32 2.07
O -1.48 -0.75 3.21
N -1.42 -0.53 0.67
P -2.72 -1.75 0.58
C -4.48 -1.05 0.37
C -4.97 -0.03 1.57
O -4.23 0.39 2.59
N -6.42 0.44 1.52
C -6.59 1.86 2.01
C -7.36 -0.53 2.20
C -1.77 0.75 -0.05
C -1.86 2.25 0.61
O -1.97 0.66 -1.39
H 0.59 0.94 3.35
H 1.41 -0.33 2.21
H 0.77 1.25 1.41
H -2.61 -2.66 1.70
H -2.45 -2.56 -0.62
H -5.23 -1.99 0.42
H -4.69 -0.57 -0.70
H -7.36 2.37 1.26
H -5.62 2.52 1.97
H -7.07 1.88 3.09
H -8.39 -0.54 1.61
H -6.88 -1.61 2.11
H -7.56 -0.31 3.34
H -0.79 2.69 0.91
H -2.59 2.34 1.52
H -2.25 2.98 -0.24
C -0.67 3.44 6.42
C 0.61 3.15 7.20
C 1.74 4.13 6.86
C 2.08 4.03 5.38
N 2.37 3.94 4.16
H -0.52 3.32 5.34
H -1.46 2.74 6.72
H -1.03 4.45 6.62
H 0.93 2.13 6.99
H 0.40 3.21 8.27
H 2.63 3.89 7.45
H 1.44 5.16 7.09
C 3.75 -1.51 0.02
C 3.49 -1.85 -1.45
C 2.07 -1.49 -1.90
C 1.06 -2.27 -1.07
N 0.22 -2.92 -0.39
H 3.10 -2.08 0.69
H 4.78 -1.76 0.29
H 3.59 -0.44 0.21
H 3.67 -2.92 -1.60
H 4.21 -1.30 -2.07
H 1.94 -1.74 -2.95
H 1.88 -0.42 -1.77
C 5.85 2.99 0.12
C 5.59 2.65 -1.35
C 4.17 3.01 -1.80
C 3.16 2.23 -0.97
N 2.32 1.58 -0.29
H 5.20 2.42 0.79
H 6.88 2.74 0.39
H 5.69 4.06 0.31
H 5.77 1.58 -1.50
H 6.31 3.20 -1.97
H 4.04 2.76 -2.85
H 3.98 4.08 -1.67
C -1.86 -1.15 -5.86
C -1.73 0.14 -5.06
C -0.64 1.06 -5.59
C 0.71 0.36 -5.53
N 1.82 -0.22 -5.49
H -0.95 -1.75 -5.82
H -2.67 -1.77 -5.46
H -2.09 -0.94 -6.91
H -1.52 -0.12 -4.01
H -2.69 0.66 -5.07
H -0.60 1.98 -4.99
H -0.85 1.35 -6.63
C 2.85 -6.71 1.00
C 2.27 -6.39 2.37
C 1.87 -4.92 2.52
C 3.09 -4.03 2.33
N 4.10 -3.30 2.18
H 3.78 -6.15 0.81
H 3.10 -7.77 0.93
H 2.14 -6.47 0.20
H 3.01 -6.65 3.14
H 1.39 -7.02 2.54
H 1.44 -4.74 3.51
H 1.11 -4.65 1.77
C 4.32 0.32 6.13
C 4.98 -0.20 7.40
C 4.48 0.51 8.66
C 4.80 1.99 8.57
N 5.07 3.22 8.50
H 4.56 1.38 5.96
H 4.68 -0.24 5.26
H 3.23 0.22 6.17
H 6.06 -0.09 7.31
H 4.77 -1.27 7.49
H 4.97 0.09 9.55
H 3.40 0.38 8.78
C -7.78 -1.59 -3.81
C -8.75 -1.26 -2.68
C -8.05 -0.91 -1.37
C -7.20 -2.09 -0.91
N -6.50 -3.06 -0.53
H -7.17 -2.47 -3.58
H -8.33 -1.81 -4.73
H -7.11 -0.75 -4.01
H -9.41 -2.12 -2.53
H -9.38 -0.42 -2.99
H -8.79 -0.67 -0.60
H -7.40 -0.03 -1.51
C 2.94 1.30 -10.84
C 3.17 1.38 -9.33
C 1.97 0.89 -8.52
C 0.75 1.74 -8.84
N -0.26 2.45 -9.11
H 2.11 1.93 -11.16
H 3.84 1.63 -11.38
H 2.73 0.27 -11.15
H 3.40 2.42 -9.07
H 4.05 0.78 -9.07
H 2.18 0.96 -7.45
H 1.75 -0.16 -8.76
```

Output
* gap between HOMO and LUMO: 8.77 eV
* total charge: +1
* highest occupied orbital energy: -12.07 eV
* energy: -72961.3262 eV
* E_LUMO: -3.304 eV



Record 2
Here is a 8-piece molecular cluster, C40H73F24O22P4 overall from OMol25. Energies are from ωB97M-V/def2-TZVPD.

```
163
Properties=species:S:1:pos:R:3
O 1.75 1.33 -0.54
C 0.91 0.67 0.35
O 1.49 -0.02 1.23
O -0.32 0.79 0.26
H 2.59 1.01 -0.16
C -2.93 -5.31 -1.81
C -3.41 -4.65 -0.52
O -3.97 -3.35 -0.76
P -2.98 -2.11 -0.53
O -2.46 -1.95 0.81
O -1.93 -2.26 -1.74
C -0.60 -1.73 -1.68
C 0.27 -2.51 -2.65
O -3.89 -0.89 -0.99
C -4.40 -0.82 -2.33
C -3.61 0.20 -3.12
H -2.76 -6.38 -1.65
H -3.72 -5.18 -2.55
H -2.03 -4.81 -2.15
H -4.21 -5.24 -0.06
H -2.59 -4.59 0.20
H -0.61 -0.67 -1.94
H -0.13 -1.86 -0.70
H -0.09 -2.45 -3.68
H 1.28 -2.10 -2.70
H 0.38 -3.56 -2.35
H -4.32 -1.81 -2.78
H -5.46 -0.58 -2.28
H -4.18 0.49 -4.00
H -3.33 1.06 -2.52
H -2.72 -0.26 -3.55
C -0.09 -7.76 0.94
C 0.40 -6.66 0.02
O -0.17 -5.41 0.39
P 0.69 -4.25 1.05
O -0.10 -3.16 1.59
O 1.56 -5.06 2.13
C 1.22 -5.00 3.52
C 2.45 -5.38 4.32
O 1.76 -3.88 -0.07
C 2.93 -3.16 0.34
C 4.18 -3.84 -0.18
H -1.12 -8.06 0.75
H 0.53 -8.65 0.80
H -0.03 -7.46 1.99
H 1.49 -6.60 0.03
H 0.10 -6.89 -1.01
H 0.83 -4.01 3.75
H 0.47 -5.77 3.71
H 2.24 -5.24 5.38
H 2.69 -6.44 4.16
H 3.32 -4.76 4.10
H 2.85 -2.13 0.00
H 2.99 -3.08 1.43
H 5.04 -3.19 -0.04
H 4.34 -4.79 0.33
H 4.05 -4.00 -1.25
C -6.15 -1.72 1.55
C -6.48 -0.31 1.96
O -5.97 0.61 0.97
P -4.72 1.51 1.34
O -3.61 0.84 1.99
O -4.42 2.23 -0.04
C -3.16 2.92 -0.21
C -3.44 3.98 -1.25
O -5.34 2.67 2.28
C -6.35 3.51 1.73
C -7.20 4.07 2.86
H -6.72 -2.44 2.14
H -6.44 -1.87 0.51
H -5.09 -1.92 1.68
H -7.56 -0.12 2.03
H -6.05 -0.05 2.92
H -2.77 3.36 0.71
H -2.38 2.21 -0.51
H -4.31 4.58 -0.96
H -2.60 4.65 -1.43
H -3.71 3.51 -2.20
H -5.96 4.30 1.08
H -6.99 2.92 1.07
H -8.08 4.55 2.44
H -7.57 3.24 3.47
H -6.70 4.84 3.45
C 2.15 4.06 0.79
C 0.74 4.50 1.09
O 0.52 4.61 2.51
P -0.77 3.98 3.16
O -0.94 2.56 2.90
O -0.67 4.39 4.71
C 0.18 3.59 5.54
C 1.61 4.06 5.52
O -1.88 4.98 2.62
C -3.25 4.98 3.05
C -3.37 5.77 4.34
H 2.36 3.08 1.20
H 2.30 3.99 -0.29
H 2.87 4.75 1.23
H 0.59 5.52 0.72
H 0.01 3.87 0.58
H -0.27 3.61 6.54
H 0.09 2.53 5.30
H 2.12 3.82 4.58
H 1.67 5.15 5.56
H 2.16 3.63 6.36
H -3.80 5.47 2.25
H -3.60 3.96 3.14
H -2.80 6.70 4.32
H -4.39 6.04 4.62
H -3.03 5.15 5.17
C 3.91 0.18 3.08
C 3.08 0.12 4.34
C 2.64 -1.30 4.67
F 2.08 -1.87 3.59
F 3.71 -2.04 5.08
F 3.78 0.59 5.43
F 2.01 0.92 4.21
O 4.33 1.51 2.82
C 5.04 1.66 1.68
C 5.72 3.03 1.73
F 6.52 3.13 2.80
F 6.43 3.27 0.61
F 5.98 0.68 1.53
F 4.26 1.59 0.57
H 3.34 -0.31 2.28
H 4.81 -0.43 3.17
H 1.90 -1.33 5.48
H 4.93 3.79 1.80
C -0.35 1.04 -5.31
C 0.67 0.15 -5.98
C 1.76 0.92 -6.75
F 2.46 0.05 -7.52
F 1.22 1.85 -7.57
F 1.31 -0.57 -5.02
F 0.06 -0.71 -6.83
O 0.36 1.87 -4.41
C -0.43 2.53 -3.50
C 0.50 3.43 -2.67
F 1.18 4.25 -3.50
F -0.24 4.13 -1.79
F -1.36 3.29 -4.13
F -1.05 1.67 -2.70
H -1.10 0.43 -4.81
H -0.87 1.64 -6.05
H 2.44 1.40 -6.05
H 1.21 2.81 -2.11
C 4.52 -2.06 -3.90
C 4.56 -2.54 -5.33
C 5.35 -1.59 -6.24
F 6.49 -1.17 -5.67
F 5.60 -2.22 -7.42
F 5.12 -3.78 -5.33
F 3.33 -2.68 -5.88
O 3.98 -0.75 -3.90
C 4.17 0.00 -2.76
C 3.56 1.36 -3.08
F 3.76 2.19 -2.03
F 4.13 1.91 -4.18
F 3.55 -0.57 -1.72
F 5.49 0.10 -2.49
H 5.53 -2.03 -3.47
H 3.90 -2.74 -3.31
H 4.76 -0.72 -6.52
H 2.49 1.29 -3.28
```

Output
* gap between HOMO and LUMO: 7.17 eV
* total charge: -1
* highest occupied orbital energy: -4.93 eV
* energy: -190099.7275 eV
* E_LUMO: 2.243 eV



Record 3
Here is a 10-piece molecular cluster, C40H73F9O20 overall from OMol25. Energies are from ωB97M-V/def2-TZVPD.

```
142
Properties=species:S:1:pos:R:3
C 1.50 2.56 -8.36
C 1.10 1.12 -8.14
O -0.08 1.14 -7.30
C -0.20 0.31 -6.28
O 0.51 -0.63 -6.09
C -1.40 0.66 -5.36
F -2.49 -0.06 -5.65
F -1.04 0.36 -4.12
F -1.74 1.93 -5.45
H 0.86 2.99 -9.14
H 2.54 2.62 -8.71
H 1.48 3.21 -7.49
H 1.88 0.58 -7.59
H 0.83 0.50 -8.98
C 5.68 -2.53 5.90
C 4.61 -1.43 6.06
O 3.48 -1.71 5.23
C 2.42 -2.34 5.72
O 2.24 -2.55 6.88
C 1.41 -2.65 4.63
F 0.31 -3.25 5.06
F 1.02 -1.57 3.95
F 2.04 -3.50 3.78
H 5.88 -2.70 4.85
H 5.29 -3.45 6.34
H 6.55 -2.20 6.46
H 5.01 -0.54 5.57
H 4.41 -1.13 7.08
C 3.19 1.65 1.53
C 4.35 0.73 1.90
O 4.99 1.26 3.07
C 6.22 1.70 2.96
O 6.89 1.73 1.98
C 6.92 1.99 4.31
F 8.18 1.61 4.29
F 6.91 3.29 4.55
F 6.33 1.32 5.29
H 2.52 1.25 0.78
H 3.55 2.66 1.32
H 2.54 1.78 2.40
H 5.06 0.67 1.08
H 4.04 -0.28 2.15
O 1.66 -2.66 -3.61
C 2.69 -2.60 -4.22
C 3.48 -3.75 -4.84
C 4.69 -2.99 -5.41
C 4.13 -1.57 -5.60
O 3.28 -1.42 -4.49
H 3.73 -4.42 -4.02
H 2.92 -4.16 -5.68
H 5.49 -2.98 -4.67
H 5.15 -3.42 -6.31
H 4.86 -0.76 -5.66
H 3.58 -1.46 -6.54
O -0.72 0.25 1.43
C -0.12 -0.30 0.56
C 0.92 -1.43 0.69
C 0.96 -2.02 -0.73
C 0.38 -0.94 -1.59
O -0.39 -0.05 -0.74
H 1.84 -1.06 1.15
H 0.47 -2.02 1.49
H 1.96 -2.31 -1.04
H 0.50 -3.01 -0.82
H 1.04 -0.17 -2.01
H -0.28 -1.33 -2.35
O -2.21 -3.48 0.10
C -2.71 -2.99 -0.88
C -2.26 -3.21 -2.33
C -2.92 -2.07 -3.06
C -4.18 -1.80 -2.21
O -3.75 -2.17 -0.87
H -1.19 -3.40 -2.30
H -2.72 -4.19 -2.54
H -2.27 -1.21 -2.96
H -3.20 -2.33 -4.08
H -4.39 -0.74 -2.21
H -4.98 -2.48 -2.46
C -7.25 0.94 3.83
O -6.59 0.85 2.58
C -5.32 0.21 2.66
C -4.63 0.17 1.32
O -4.21 1.46 0.95
C -3.39 1.43 -0.21
H -8.15 1.50 3.57
H -6.69 1.46 4.62
H -7.52 -0.04 4.22
H -5.57 -0.80 3.01
H -4.70 0.67 3.44
H -5.34 -0.25 0.59
H -3.81 -0.55 1.42
H -2.37 1.44 0.19
H -3.48 2.36 -0.76
H -3.41 0.56 -0.87
C 2.32 1.31 -4.09
O 3.19 1.86 -3.13
C 2.57 2.90 -2.34
C 1.21 2.58 -1.74
O 0.16 2.50 -2.66
C -1.04 3.11 -2.31
H 1.47 0.75 -3.70
H 2.86 0.63 -4.76
H 1.98 2.10 -4.78
H 2.63 3.78 -2.98
H 3.29 3.02 -1.53
H 1.03 3.48 -1.13
H 1.20 1.72 -1.06
H -1.48 2.95 -1.33
H -1.87 2.92 -2.99
H -0.94 4.21 -2.37
C -5.87 -3.68 2.28
O -4.77 -3.71 3.13
C -3.81 -4.73 2.88
C -2.53 -4.46 3.65
O -1.75 -3.35 3.26
C -2.35 -2.08 3.48
H -6.42 -4.62 2.21
H -5.60 -3.31 1.28
H -6.59 -2.92 2.61
H -3.62 -4.88 1.81
H -4.29 -5.61 3.34
H -1.92 -5.34 3.42
H -2.70 -4.42 4.73
H -1.54 -1.43 3.16
H -2.56 -1.95 4.55
H -3.28 -1.84 2.97
C -2.07 5.45 4.33
O -1.16 5.32 3.29
C -0.79 3.99 2.97
C -0.29 3.76 1.55
O -1.08 4.26 0.53
C -0.99 5.69 0.39
H -1.80 4.99 5.29
H -2.98 4.89 4.04
H -2.40 6.46 4.55
H -1.65 3.36 3.26
H -0.03 3.65 3.70
H -0.24 2.67 1.47
H 0.76 4.08 1.48
H -0.47 6.14 1.23
H -2.00 6.10 0.44
H -0.57 5.88 -0.60
```

Output
* SMILES string: CCOC(=O)C(F)(F)F.CCOC(=O)C(F)(F)F.CCOC(=O)C(F)(F)F.O=C1CCCO1.O=C1CCCO1.O=C1CCCO1.COCCOC.COCCOC.COCCOC.COCCOC
* gap between HOMO and LUMO: 9.15 eV
* highest occupied orbital energy: -8.76 eV
* energy: -108066.1297 eV
* E_LUMO: 0.390 eV